Run w
8
Properties=species:S:1:pos:R:3 method="wB97M-V/def2-TZVPD" lumo_energy_ha="-0.1633 / -0.1631" multiplicity=1 homo_ev="-9.319 / -9.330" orbital_gap_ha="0.179 / 0.180"
C 0.7414 -1.1734 -0.8252
C 0.4963 0.0742 -0.1875
O 0.4993 -2.3302 -0.5576
F 1.6446 -0.9444 -1.8422
F -0.4711 2.0044 0.7609
S -0.6805 0.3814 0.9176
Cl -3.0483 0.9902 2.5160
H 0.8183 0.9977 -0.7820

---

Run x
8
Properties=species:S:1:pos:R:3 method="wB97M-V/def2-TZVPD" smiles="O=C(F)[C@H](Cl)SF" lumo_energy_ha=-0.0157 multiplicity=1 homo_ev=-10.264 orbital_gap_ha=0.361
C -0.3363 0.2463 -1.1663
C -0.2614 -0.1081 0.2911
O -0.9586 1.0789 -1.7116
F 0.5023 -0.5608 -1.8691
F 1.6919 -0.5551 1.9457
S 1.2481 0.6777 0.9562
Cl -1.7636 0.4039 1.1225
H -0.1223 -1.1827 0.4316

---

The most stable arrangement is run x, and the next structure is 0.1192 hartree less stable.

---

Run w
10
Properties=species:S:1:pos:R:3 method="wB97M-V/def2-TZVPD" smiles=N#[PH]P.P#[PH2] lumo_energy_ha="-0.0329 / -0.0656" multiplicity=1 homo_ev="-8.606 / -7.604" orbital_gap_ha="0.283 / 0.214"
N -0.1515 0.0964 0.3550
P -2.4106 0.8773 0.0960
P -3.3839 -1.0002 0.3722
P 2.7492 -0.3775 0.0950
P 0.9897 1.0872 0.0953
H -2.3328 -1.3820 1.1770
H -3.1943 -1.7241 -0.6900
H 3.6034 0.5291 0.8639
H 3.2046 0.2206 -1.1048
H 0.9261 1.6733 -1.2596

---

Run x
10
Properties=species:S:1:pos:R:3 method="wB97M-V/def2-TZVPD" smiles="N=P#P(P)P" lumo_energy_ha=-0.0278 multiplicity=1 homo_ev=-8.714 orbital_gap_ha=0.292
N -2.1367 0.2232 -0.6094
P -1.3000 -1.1485 -0.2271
P 1.7982 -0.9937 -0.4603
P 0.1891 1.7646 0.1013
P 0.3160 -0.2361 0.9599
H -2.9285 -0.1849 -1.1036
H 2.4771 -1.8749 0.4854
H 1.3469 -2.1668 -0.9506
H 1.1802 2.5880 0.7861
H -0.9424 2.0290 1.0183

---

The most stable arrangement is run x, and the next structure is 0.1352 hartree less stable.

---

Run w
36
Properties=species:S:1:pos:R:3 method="wB97M-V/def2-TZVPD" lumo_energy_ha=-0.1282 multiplicity=1 charge=+1 homo_ev=-11.375 orbital_gap_ha=0.290
C 0.8529 -1.8307 2.5242
C -0.4451 -2.0722 1.9965
C 1.8435 -1.9436 1.6488
C -0.8505 -1.9618 0.7250
C 1.5944 -2.1639 0.2158
C 0.2295 -1.6740 -0.2682
C 0.7765 2.2673 1.3121
C 1.3571 2.3945 -0.0477
C -0.6803 1.5893 1.0730
C 0.5999 1.2343 -0.7755
C 0.9993 -1.2522 -2.5665
C -0.0964 -1.2677 -1.5261
C -1.7535 0.5190 -0.8079
N -2.7146 -0.0308 -0.0700
N -0.6942 1.0821 -0.2261
H 0.9731 -1.5029 3.5246
H -1.2253 -2.4837 2.6735
H 2.8675 -1.7017 1.9575
H -1.7925 -2.2292 0.4022
H 1.5642 -3.1702 0.0078
H 1.2862 1.5149 1.8396
H 0.6107 3.2269 1.8379
H 0.9371 3.2769 -0.5618
H 2.4665 2.2140 -0.2733
H -0.7842 0.8912 1.8118
H -1.3839 2.3699 1.2381
H 0.5451 1.2552 -1.8716
H 1.1390 0.3314 -0.4607
H 1.9372 -0.9085 -2.1707
H 0.6075 -0.6349 -3.4489
H 0.8573 -2.3044 -2.8496
H -1.0444 -1.4945 -1.9155
H -1.9256 0.6813 -1.8499
H -2.4864 -0.3061 0.9233
H -3.5613 -0.0930 -0.5424
H 2.5352 -1.7132 -0.4480

---

Run x
36
Properties=species:S:1:pos:R:3 method="wB97M-V/def2-TZVPD" lumo_energy_ha=-0.1449 multiplicity=1 charge=+1 homo_ev=-12.740 orbital_gap_ha=0.323
C -1.4494 1.3096 0.6417
C 0.3812 2.6875 1.4806
C 0.4962 1.3056 -0.8260
C -0.7643 -0.8553 -1.3164
C -0.5915 2.2482 2.6093
C -1.6680 -0.1401 2.2712
C -0.3654 2.1868 0.1718
C -1.7366 -1.3743 -0.2950
C -1.2393 -0.6288 0.8780
C 0.4405 -0.1518 -0.6713
C -1.5438 -2.8720 -0.0344
C 2.3892 -0.6544 -2.3277
C 1.7851 -0.8369 -0.8974
N 0.1461 -0.4714 0.7360
N -1.4460 1.3004 1.9612
H 0.5297 3.7383 1.3163
H 1.4031 2.2274 1.4536
H 0.0809 1.4576 -1.7345
H 1.5502 1.6238 -0.7896
H -0.6124 -1.6188 -2.0658
H -1.3736 -0.1288 -1.9375
H -0.1712 1.8503 3.5039
H -1.2485 3.0360 2.7524
H -2.8181 -0.3365 2.4928
H -1.1042 -0.6187 3.0221
H -0.7350 2.9805 -0.4178
H -2.7980 -1.2962 -0.3828
H -1.7923 -3.3558 -0.9501
H -2.1125 -3.4557 0.6444
H -0.5380 -3.0422 0.0895
H 1.7428 -1.3390 -2.9747
H 3.3361 -1.1964 -2.3256
H 2.5895 0.2941 -2.7692
H 2.4716 -0.3161 -0.1076
H 1.7258 -1.8690 -0.5948
H 0.6639 -0.0564 1.5015

---

The most stable arrangement is run w, and the next structure is 0.0099 hartree less stable.

---

Run w
8
Properties=species:S:1:pos:R:3 method="wB97M-V/def2-TZVPD" lumo_energy_ha="-0.0971 / -0.0757" multiplicity=1 homo_ev="-9.705 / -9.391" orbital_gap_ha="0.260 / 0.269"
C -1.0243 0.4515 0.2770
N -0.0269 -0.3793 0.0102
O -1.0085 1.5996 0.5624
S 1.6360 1.4925 -0.7565
S -0.0169 -1.7339 -0.8411
Cl -2.6150 -0.4352 0.3400
H 2.2049 1.4030 0.4460
H 0.8508 -2.3982 -0.0379

---

Run x
8
Properties=species:S:1:pos:R:3 method="wB97M-V/def2-TZVPD" smiles="O=C(S)N=S.Cl" lumo_energy_ha="-0.0749 / -0.0752" multiplicity=1 homo_ev="-9.077 / -9.091" orbital_gap_ha="0.259 / 0.259"
C 1.2202 0.5325 -0.4981
N 2.3642 -0.1446 -0.6239
O 0.1154 0.0820 -0.8009
S 1.7467 2.1953 -0.0738
S 3.4497 -1.0268 -0.0459
Cl 0.3332 -2.5860 0.9171
H 0.4641 2.5933 -0.2196
H -0.4266 -1.6889 0.1910

---

The most stable arrangement is run x, and the next structure is 0.0310 hartree less stable.

---

Run w
19
Properties=species:S:1:pos:R:3 method="wB97M-V/def2-TZVPD" smiles="C=C(C)O.CSC" lumo_energy_ha=0.0263 multiplicity=1 homo_ev=-8.289 orbital_gap_ha=0.331
C 1.7178 0.7234 1.0837
C 0.9533 1.6580 0.5270
O -0.3273 1.8608 1.0004
C 1.3604 2.4715 -0.6575
H 2.6961 0.5580 0.6604
H 1.3831 0.1586 1.9398
H -0.5728 2.7519 0.7316
H 2.3596 2.2379 -1.0031
H 0.6101 2.3820 -1.4465
H 1.3750 3.5408 -0.4016
C -2.2443 -2.5264 0.6213
S -1.6281 -2.8603 -1.0619
C -0.3616 -1.5827 -1.1802
H -2.2599 -1.4514 0.7838
H -1.6050 -3.0075 1.3545
H -3.2583 -2.9087 0.7042
H -0.1092 -1.5120 -2.2355
H -0.6060 -0.5922 -0.7987
H 0.5173 -1.9019 -0.6219

---

Run x
19
Properties=species:S:1:pos:R:3 method="wB97M-V/def2-TZVPD" smiles=CC(C)S[C@@H](C)O lumo_energy_ha=0.0340 multiplicity=1 homo_ev=-8.676 orbital_gap_ha=0.353
C -0.3933 -1.8915 1.7125
C -0.4810 0.8204 1.8733
C 1.3724 0.8941 -2.5360
C -0.5527 -0.5268 1.0521
C 0.2527 0.7036 -1.4285
O -0.9112 0.0877 -1.8636
S 0.9896 -0.3165 -0.0507
H 0.2136 -1.7617 2.4962
H -1.3285 -2.1779 1.9898
H 0.0195 -2.6853 0.9912
H 0.5119 1.0413 2.4138
H -1.3049 0.7350 2.6599
H -0.6057 1.5881 1.2334
H 1.6441 0.0387 -3.2678
H 2.1604 1.2960 -1.9745
H 0.9141 1.8288 -3.1815
H -1.5915 -0.4649 0.6085
H -0.1878 1.6669 -0.9362
H -0.7218 -0.8759 -1.7919

---

The most stable arrangement is run w, and the next structure is 0.0392 hartree less stable.

---

Run w
90
Properties=species:S:1:pos:R:3 method="wB97M-V/def2-TZVPD" s_squared=0.751 lumo_energy_ha="-0.1218 / -0.1218" multiplicity=2 charge=+1 homo_ev="-10.592 / -10.592" orbital_gap_ha="0.267 / 0.267"
Yb 0.1217 -1.2559 0.7623
O 5.2717 -0.4733 -1.6091
C 4.5249 -1.1056 -2.5467
C 5.0798 -1.3843 -3.7961
C 4.3549 -2.0310 -4.7786
C 3.0469 -2.4266 -4.5336
C 2.4947 -2.1618 -3.2971
C 3.1995 -1.4945 -2.2855
C 2.4344 -1.2427 -1.0403
O 1.3270 -1.8910 -0.8841
N 2.9186 -0.3521 -0.1834
N 2.0585 -0.0909 0.8503
C 2.5205 0.4451 1.9055
C 1.5950 0.6264 3.0310
C 1.9848 1.2778 4.1897
C 1.0815 1.3916 5.2339
C -0.1930 0.8675 5.0807
C -0.5065 0.2437 3.8870
N 0.3637 0.1035 2.8904
H 6.1687 -0.3844 -1.9456
H 6.1067 -1.0859 -3.9880
H 4.8171 -2.2289 -5.7385
H 2.4727 -2.9414 -5.2936
H 1.4797 -2.4647 -3.0770
H 3.5710 0.7005 1.9951
H 2.9837 1.6927 4.2568
H 1.3657 1.8875 6.1539
H -0.9345 0.9460 5.8647
H -1.4985 -0.1539 3.7084
O -5.4107 -2.8369 -0.4155
C -5.5308 -1.5855 -0.0115
O -6.5874 -1.0153 -0.0053
C -4.2828 -0.8621 0.4296
C -4.2270 0.5030 0.6327
Cl -5.4359 1.6443 0.3328
N -2.9784 0.8347 1.0466
N -2.2044 -0.2565 1.1073
C -2.9738 -1.2839 0.7510
C -2.3361 -2.6589 0.7319
O -2.8712 -3.5772 0.1412
O -1.2084 -2.7257 1.3687
C -2.4292 2.1228 1.3959
C -3.2194 3.0935 1.9953
C -2.6674 4.3266 2.3127
C -1.3320 4.5940 2.0545
C -0.5400 3.6052 1.4861
C -1.0859 2.3763 1.1554
H -4.4869 -3.1813 -0.3207
H -4.2513 2.8969 2.2421
H -3.2946 5.0808 2.7720
H -0.9111 5.5623 2.2952
H 0.5100 3.7892 1.2857
H -0.4666 1.6293 0.6985
C 0.9976 -5.7425 3.4509
As 1.0485 -3.8424 3.6874
C 2.2601 -3.5255 5.1423
C -0.6688 -3.3607 4.3983
S 1.8991 -2.9613 1.9609
H 0.7694 -6.2419 4.3881
H 1.9718 -6.0455 3.0848
H 0.2452 -5.9790 2.7042
H 1.9440 -4.0465 6.0438
H 2.3026 -2.4532 5.3218
H 3.2410 -3.8706 4.8287
H -0.9189 -4.1285 5.1288
H -1.4081 -3.3336 3.6064
H -0.5938 -2.3929 4.8875
C -1.5235 4.0655 -6.2781
C -1.0721 3.1829 -5.1473
C 0.2796 2.9555 -4.9116
C 0.7134 2.1616 -3.8637
C 2.2010 1.9267 -3.7001
C -0.2545 1.5761 -3.0127
C 0.2449 0.8251 -1.8886
O -0.4268 0.1743 -1.0824
C -1.6390 1.7689 -3.2592
C -2.7169 1.1546 -2.4035
C -2.0125 2.5726 -4.3172
H -0.6811 4.4381 -6.8579
H -2.0815 4.9208 -5.8913
H -2.1924 3.5208 -6.9469
H 1.0140 3.4061 -5.5722
H 2.7444 2.4451 -4.4872
H 2.4504 0.8643 -3.7666
H 2.5796 2.2923 -2.7420
H 1.3305 0.8483 -1.7561
H -2.6117 0.0721 -2.3388
H -3.6999 1.3907 -2.8075
H -2.6553 1.5440 -1.3866
H -3.0699 2.7289 -4.5111

---

Run x
90
Properties=species:S:1:pos:R:3 method="wB97M-V/def2-TZVPD" s_squared=0.751 lumo_energy_ha="-0.1316 / -0.1316" multiplicity=2 charge=+1 homo_ev="-10.595 / -10.595" orbital_gap_ha="0.258 / 0.258"
Yb 0.8201 0.2081 -0.5184
O 2.0095 0.7925 4.8746
C 3.0356 1.3771 4.2465
C 4.1394 1.7500 5.0155
C 5.2274 2.3632 4.4347
C 5.2560 2.6157 3.0619
C 4.1818 2.2409 2.2918
C 3.0573 1.6201 2.8569
C 1.9621 1.2382 1.9684
O 2.0193 1.4878 0.7129
N 0.9067 0.6224 2.5280
N -0.0086 0.2340 1.6089
C -1.1058 -0.3152 1.9780
C -2.0406 -0.6946 0.9238
C -3.2041 -1.4019 1.1992
C -4.0544 -1.7271 0.1550
C -3.7202 -1.3312 -1.1302
C -2.5332 -0.6405 -1.3192
N -1.7054 -0.3276 -0.3290
H 1.3209 0.5818 4.2022
H 4.1135 1.5513 6.0787
H 6.0689 2.6451 5.0540
H 6.1086 3.1076 2.6144
H 4.1727 2.4111 1.2238
H -1.3364 -0.5006 3.0238
H -3.4176 -1.7006 2.2174
H -4.9651 -2.2809 0.3414
H -4.3556 -1.5634 -1.9730
H -2.2281 -0.3278 -2.3120
O 0.1890 -4.4790 -4.2541
C 0.0833 -5.0043 -3.0501
O -0.0951 -6.1775 -2.8664
C 0.1821 -4.0576 -1.8869
C 0.1216 -4.4618 -0.5587
Cl 0.0067 -6.0137 0.0904
N 0.2468 -3.3597 0.2208
N 0.3904 -2.2621 -0.5303
C 0.3470 -2.6613 -1.8031
C 0.5410 -1.6273 -2.8765
O 0.5618 -1.9615 -4.0538
O 0.7126 -0.4177 -2.4689
C 0.2887 -3.2789 1.6471
C -0.7152 -3.8585 2.4114
C -0.6568 -3.7552 3.7926
C 0.3901 -3.0771 4.4016
C 1.3921 -2.5082 3.6295
C 1.3458 -2.6105 2.2488
H 0.3478 -3.5035 -4.2424
H -1.5314 -4.3827 1.9345
H -1.4291 -4.2157 4.3942
H 0.4303 -2.9980 5.4799
H 2.2182 -1.9935 4.1018
H 2.1430 -2.2037 1.6405
C 3.6473 -0.4288 -3.8899
As 3.5701 0.4183 -2.1491
C 5.4141 0.9995 -1.9462
C 2.6222 2.1077 -2.4204
S 3.2475 -0.9630 -0.5769
H 4.0987 0.2764 -4.5870
H 2.6623 -0.7298 -4.2372
H 4.2844 -1.3069 -3.8005
H 5.7195 1.6040 -2.7988
H 6.0303 0.1041 -1.8876
H 5.5344 1.5602 -1.0212
H 3.3181 2.7266 -2.9840
H 2.3847 2.6003 -1.4798
H 1.7202 1.9528 -3.0081
C -6.5589 1.6076 -1.7618
C -5.1493 2.0209 -1.4627
C -4.7303 2.2323 -0.1546
C -3.4239 2.5837 0.1502
C -3.0556 2.8220 1.5938
C -2.4944 2.6765 -0.9003
C -1.0909 2.8309 -0.5662
O -0.1683 2.2450 -1.1309
C -2.9083 2.5225 -2.2420
C -1.9610 2.7548 -3.3908
C -4.2313 2.2151 -2.4948
H -7.0384 1.1797 -0.8831
H -6.5877 0.8821 -2.5748
H -7.1461 2.4724 -2.0782
H -5.4432 2.1200 0.6548
H -3.7465 2.2877 2.2443
H -3.1456 3.8857 1.8258
H -2.0447 2.5026 1.8415
H -0.8417 3.5075 0.2659
H -1.2393 1.9422 -3.4832
H -1.4052 3.6823 -3.2519
H -2.5160 2.8262 -4.3237
H -4.5625 2.1125 -3.5224

---

The most stable arrangement is run x, and the next structure is 0.0137 hartree less stable.